[1]
{"formula": "C37H50Cl2F8NO26", "method": "ωB97M-V with the def2-TZVPD basis set", "elements": ["C", "C", "O", "O", "C", "C", "C", "C", "N", "C", "C", "C", "C", "C", "Cl", "C", "C", "Cl", "H", "H", "H", "H", "H", "H", "H", "H", "H", "H", "H", "H", "H", "H", "H", "H", "H", "H", "H", "H", "H", "H", "H", "H", "H", "H", "C", "C", "O", "C", "O", "O", "F", "H", "H", "H", "C", "C", "O", "C", "O", "O", "F", "H", "H", "H", "C", "C", "O", "C", "O", "O", "F", "H", "H", "H", "C", "C", "O", "C", "O", "O", "F", "H", "H", "H", "C", "C", "O", "C", "O", "O", "F", "H", "H", "H", "C", "C", "O", "C", "O", "O", "F", "H", "H", "H", "C", "C", "O", "C", "O", "O", "F", "H", "H", "H", "C", "C", "O", "C", "O", "O", "F", "H", "H", "H"], "coordinates": [[-3.7737, 1.3292, 3.0127], [-3.9017, 1.4339, 1.5092], [-3.1903, 2.1636, 0.8377], [-4.8789, 0.6778, 0.8922], [-4.7504, -0.7355, 1.1118], [-4.8073, -1.4761, -0.2200], [-3.7623, -2.5751, -0.3979], [-2.3202, -2.0501, -0.2726], [-1.3277, -3.1139, 0.1179], [-0.2068, -3.1604, -0.9151], [0.6503, -1.8962, -0.9798], [2.1344, -2.3042, -0.9414], [0.4038, -1.1644, -2.3235], [-0.8000, -3.1310, 1.5252], [-0.6275, -1.5543, 2.2803], [-1.5984, -4.0540, 2.4574], [-3.0471, -3.6729, 2.7406], [-1.4545, -5.7319, 1.8871], [-4.2586, 2.1703, 3.4893], [-4.2205, 0.4014, 3.3623], [-2.7135, 1.2827, 3.2371], [-5.5563, -1.0542, 1.7723], [-3.8239, -0.9265, 1.6514], [-5.7841, -1.9502, -0.2891], [-4.7578, -0.7636, -1.0393], [-3.9484, -3.4410, 0.2316], [-3.8667, -2.9303, -1.4233], [-2.2757, -1.1728, 0.3589], [-2.0409, -1.7229, -1.2680], [-1.7979, -4.0149, -0.0026], [0.3671, -4.0537, -0.6739], [-0.6932, -3.3676, -1.8651], [0.4253, -1.1806, -0.1953], [2.4272, -2.6807, -1.9195], [2.7572, -1.4605, -0.6668], [2.3043, -3.1168, -0.2391], [1.2938, -0.6162, -2.6100], [-0.3787, -0.4155, -2.2003], [0.1264, -1.8673, -3.1016], [0.1979, -3.5570, 1.4641], [-1.0644, -4.0083, 3.4013], [-3.7420, -4.2346, 2.1275], [-3.2703, -3.9494, 3.7679], [-3.1885, -2.6012, 2.6693], [3.0678, -7.3894, 2.4606], [2.1061, -6.8148, 3.4740], [2.4397, -5.4365, 3.4759], [2.9318, -5.1446, 2.2454], [3.0466, -4.0440, 1.8167], [3.2386, -6.2706, 1.5723], [2.2998, -7.3226, 4.7128], [4.0223, -7.6507, 2.9176], [2.6751, -8.2487, 1.9255], [1.0542, -6.9157, 3.2054], [-0.0742, -6.1195, 6.9000], [-1.5083, -5.9803, 6.4398], [-2.1643, -6.9901, 7.1631], [-1.4597, -7.1935, 8.3251], [-1.8620, -7.7823, 9.2597], [-0.2405, -6.6012, 8.2330], [-1.6534, -6.2271, 5.1002], [0.4636, -6.8609, 6.3078], [0.4774, -5.1824, 6.8942], [-1.9668, -5.0157, 6.6684], [6.1860, -3.5062, 0.6362], [7.1281, -3.0567, 1.7282], [8.3856, -3.4643, 1.2301], [8.3082, -3.4715, -0.1357], [9.2324, -3.5227, -0.8645], [7.0081, -3.4049, -0.5280], [6.8819, -3.6905, 2.9041], [5.8800, -4.5439, 0.7790], [5.3016, -2.8820, 0.5431], [7.1412, -1.9797, 1.9033], [2.4978, 0.9395, -6.3922], [2.9646, -0.3506, -5.7632], [1.7735, -0.8461, -5.1680], [0.7231, -0.3653, -5.8965], [-0.3834, -0.7857, -5.8114], [1.1226, 0.6270, -6.7056], [3.8897, -0.1502, -4.7921], [2.5383, 1.7793, -5.6896], [3.0488, 1.2010, -7.2911], [3.3458, -1.0938, -6.4657], [1.6471, 4.8457, -2.2580], [1.5553, 5.9588, -3.2784], [2.5273, 5.5641, -4.2398], [2.6297, 4.2212, -4.1879], [3.1630, 3.5550, -5.0177], [2.0341, 3.7289, -3.0794], [1.8976, 7.1686, -2.7583], [2.4185, 5.0306, -1.5195], [0.6977, 4.6566, -1.7617], [0.5816, 6.0553, -3.7632], [6.9018, 8.1624, -2.5528], [6.2184, 7.8009, -3.8524], [5.3759, 6.7294, -3.4591], [5.0772, 6.9028, -2.1471], [4.2073, 6.3378, -1.5736], [5.9009, 7.8151, -1.5872], [7.0929, 7.3636, -4.7865], [7.7916, 7.5535, -2.3901], [7.1626, 9.2140, -2.4776], [5.6072, 8.5960, -4.2820], [-7.8272, 3.9722, 1.3562], [-7.4593, 2.6582, 2.0053], [-8.6746, 2.2565, 2.5977], [-9.6925, 2.7993, 1.8576], [-10.8201, 2.4655, 1.9191], [-9.2046, 3.7640, 1.0362], [-6.5164, 2.8126, 2.9776], [-7.7346, 4.8020, 2.0585], [-7.2498, 4.1881, 0.4613], [-7.1224, 1.8877, 1.3102], [-2.5845, 8.3797, -1.6791], [-2.6468, 9.4042, -2.7899], [-1.7297, 8.8755, -3.7350], [-1.7009, 7.5303, -3.5716], [-1.2299, 6.7665, -4.3473], [-2.2814, 7.1784, -2.4019], [-2.2229, 10.6217, -2.3859], [-1.7750, 8.6001, -0.9825], [-3.5171, 8.2760, -1.1322], [-3.6258, 9.5063, -3.2606]], "atomic_forces_ev_per_a": [[0.09, -0.89, -0.61], [1.20, 1.33, -1.06], [-1.42, -1.19, 1.05], [0.48, 0.18, 0.12], [-0.28, 0.15, 0.25], [-0.26, -0.27, 0.30], [0.38, 0.06, -0.50], [-0.94, 0.11, -0.52], [0.06, 0.38, -0.58], [-0.10, -0.16, 0.42], [0.60, 0.00, -1.20], [-0.42, -0.32, 0.28], [-0.26, 0.31, 0.84], [0.18, -0.69, 0.37], [-0.13, 0.13, -0.14], [-0.11, 0.64, 0.39], [0.15, -0.44, 0.38], [0.01, -0.09, -0.30], [0.03, 0.17, 0.05], [-0.22, 0.11, 0.21], [0.10, 0.33, 0.19], [-0.10, -0.06, 0.02], [0.15, -0.04, -0.06], [-0.10, 0.00, -0.21], [0.17, 0.15, 0.01], [-0.05, 0.09, 0.29], [-0.10, -0.24, -0.01], [0.40, -0.16, 0.36], [0.28, 0.13, 0.03], [-0.11, -0.07, 0.21], [0.15, 0.02, 0.17], [-0.18, 0.08, -0.04], [-0.04, -0.25, 0.39], [0.11, 0.11, -0.14], [0.14, 0.10, -0.11], [0.16, 0.10, 0.25], [0.11, -0.05, -0.17], [-0.22, -0.05, -0.24], [0.11, 0.08, -0.29], [0.14, 0.14, -0.13], [0.23, -0.11, -0.01], [-0.10, 0.17, -0.22], [-0.06, -0.06, 0.06], [-0.09, 0.11, -0.15], [0.04, -0.10, -0.13], [0.12, -0.17, 0.25], [-0.25, -0.01, -0.17], [0.12, -0.17, 0.05], [-0.01, 0.22, -0.08], [0.00, -0.03, 0.11], [0.00, 0.10, -0.03], [-0.02, 0.08, 0.09], [-0.03, 0.13, -0.16], [-0.09, -0.11, 0.11], [0.19, 0.11, 0.02], [-0.06, -0.32, 0.03], [-0.02, 0.29, 0.07], [0.16, -0.04, -0.03], [-0.08, -0.14, 0.10], [-0.09, 0.05, -0.15], [0.07, 0.10, 0.06], [-0.09, -0.02, -0.08], [-0.01, -0.01, 0.19], [-0.02, 0.03, -0.17], [-0.24, 0.08, -0.16], [0.11, -0.26, 0.05], [-0.09, 0.29, -0.07], [-0.08, -0.12, 0.03], [0.14, -0.05, -0.09], [-0.01, 0.02, 0.16], [0.04, -0.01, -0.05], [0.05, -0.01, 0.12], [0.06, 0.05, -0.14], [-0.03, -0.02, 0.14], [0.01, 0.24, -0.05], [0.01, 0.12, 0.21], [0.11, -0.16, -0.30], [-0.03, 0.12, 0.03], [-0.14, -0.04, 0.13], [0.19, -0.06, 0.05], [-0.10, -0.05, 0.01], [0.04, -0.37, -0.11], [-0.20, -0.05, -0.12], [0.11, -0.01, 0.07], [-0.30, -0.11, 0.22], [0.16, 0.13, 0.11], [-0.31, -0.02, -0.07], [0.15, 0.06, 0.03], [0.08, 0.09, 0.11], [-0.05, 0.15, 0.00], [-0.10, -0.08, -0.16], [0.09, 0.16, -0.04], [-0.03, -0.23, -0.19], [0.25, 0.00, 0.05], [0.09, 0.18, 0.11], [0.12, -0.20, -0.04], [-0.14, 0.24, 0.00], [0.12, -0.01, 0.01], [0.19, -0.19, 0.16], [0.04, 0.04, -0.11], [-0.05, -0.05, 0.05], [-0.01, -0.06, -0.11], [-0.15, 0.02, 0.13], [0.04, -0.01, -0.10], [0.04, 0.16, -0.17], [-0.14, 0.07, 0.17], [0.09, -0.12, -0.25], [0.03, 0.17, 0.00], [-0.16, -0.05, 0.07], [0.14, -0.07, 0.08], [-0.06, -0.03, -0.02], [0.04, -0.08, 0.10], [-0.16, -0.05, -0.10], [0.16, 0.00, 0.07], [-0.12, -0.10, 0.17], [0.22, 0.10, 0.05], [-0.32, -0.07, -0.07], [0.09, 0.07, -0.01], [-0.08, -0.01, -0.02], [-0.03, 0.12, 0.05], [0.05, -0.05, -0.04], [0.04, 0.11, -0.06], [-0.03, -0.17, -0.10], [0.00, 0.11, 0.01]], "mulliken_charge": [-1.03, 0.91, -0.63, -0.41, 0.06, -1.17, -1.01, -0.83, 0.16, -1.99, 1.82, -1.60, -1.94, 0.08, 0.00, 0.09, -1.14, -0.15, 0.31, 0.31, 0.33, 0.43, -0.12, 0.44, 0.44, 0.52, 0.42, 0.67, 0.27, 0.54, 0.63, 0.64, 0.40, 0.37, 0.48, 0.12, 0.46, 0.41, 0.44, -0.02, 0.35, 0.42, 0.39, 0.10, -0.43, 0.50, -0.31, 0.75, -0.59, -0.33, -0.32, 0.30, 0.30, 0.13, -0.28, 0.39, -0.34, 0.53, -0.45, -0.33, -0.30, 0.18, 0.32, 0.28, -0.06, 0.32, -0.32, 0.56, -0.48, -0.33, -0.27, 0.13, 0.14, 0.29, 0.13, 0.26, -0.25, 0.67, -0.53, -0.34, -0.28, -0.05, 0.28, 0.23, -0.39, 0.48, -0.32, 0.67, -0.65, -0.31, -0.30, 0.25, 0.34, 0.20, -0.45, 0.27, -0.22, 0.59, -0.47, -0.35, -0.27, 0.28, 0.28, 0.30, -0.46, 0.48, -0.33, 0.60, -0.47, -0.32, -0.30, 0.27, 0.29, 0.21, -0.40, 0.28, -0.29, 0.67, -0.59, -0.28, -0.28, 0.29, 0.26, 0.31], "e_lumo_ha": -0.08802, "homo_lumo_gap_ev": 10.25, "charge": 1}

---

[2]
{"formula": "C37H50MoN7O3", "method": "ωB97M-V with the def2-TZVPD basis set", "elements": ["Mo", "N", "C", "C", "C", "N", "C", "C", "N", "C", "H", "H", "H", "H", "H", "H", "H", "H", "H", "H", "H", "H", "H", "H", "H", "H", "C", "O", "C", "C", "C", "C", "C", "C", "N", "C", "N", "C", "C", "C", "C", "C", "C", "O", "C", "N", "C", "C", "C", "C", "C", "C", "O", "C", "H", "H", "H", "H", "H", "H", "H", "H", "H", "H", "H", "H", "H", "H", "H", "H", "H", "H", "H", "H", "H", "H", "C", "N", "C", "C", "C", "C", "C", "C", "C", "C", "H", "H", "H", "H", "H", "H", "H", "H", "H", "H", "H", "H"], "coordinates": [[-0.7470, 0.0659, -0.8814], [-1.4704, -5.1910, -2.0528], [-0.8641, -3.8230, -2.2605], [0.6477, -3.9538, -2.3259], [1.3141, -2.5974, -2.5670], [1.1756, -1.7034, -1.3910], [0.7498, -1.9297, -3.8205], [-0.7760, -1.8600, -3.8535], [-1.2740, -0.7727, -2.9598], [-1.4232, -3.2113, -3.5360], [-1.2172, -5.5758, -1.1396], [-1.1354, -5.8455, -2.7655], [-2.4906, -5.1691, -2.1162], [-1.1373, -3.2210, -1.3982], [0.9270, -4.6064, -3.1589], [1.0369, -4.3952, -1.4031], [2.3712, -2.8049, -2.7485], [1.9604, -1.0561, -1.4007], [1.2816, -2.2445, -0.5363], [1.0917, -2.4842, -4.6962], [1.1580, -0.9193, -3.9122], [-1.0732, -1.6121, -4.8739], [-2.2877, -0.8437, -2.8713], [-1.1360, 0.0997, -3.4718], [-1.2192, -3.8733, -4.3830], [-2.5092, -3.0888, -3.4654], [2.5911, 4.0801, 3.4201], [3.7277, 3.7012, 2.6237], [4.2229, 2.4489, 2.8325], [5.3661, 2.2640, 3.5934], [5.8946, 0.9949, 3.7607], [5.2965, -0.0960, 3.1445], [4.1710, 0.0796, 2.3577], [3.6230, 1.3516, 2.2071], [2.5521, 1.6449, 1.3102], [1.4817, 0.8979, 1.0385], [1.2113, -0.1095, 1.8664], [0.2682, -1.1411, 1.7723], [-0.7043, -1.2478, 0.7762], [-1.5327, -2.3809, 0.8603], [-1.3932, -3.3378, 1.8438], [-0.4184, -3.2101, 2.8294], [0.4002, -2.0980, 2.8115], [1.3615, -1.8258, 3.7088], [1.5164, -2.6886, 4.8432], [0.6920, 1.1574, -0.0387], [1.1062, 2.3038, -0.8157], [1.8617, 2.0445, -1.9650], [2.3338, 3.0650, -2.7627], [2.0695, 4.3812, -2.3966], [1.3284, 4.6525, -1.2643], [0.8243, 3.6300, -0.4570], [0.1478, 4.0550, 0.6377], [-0.9508, 3.3457, 1.2045], [2.8009, 5.0563, 3.8515], [2.4184, 3.3662, 4.2271], [1.7037, 4.1550, 2.7921], [5.8268, 3.1307, 4.0487], [6.7796, 0.8576, 4.3665], [5.7250, -1.0830, 3.2528], [3.7578, -0.7689, 1.8269], [2.6372, 2.5492, 0.8613], [1.7901, -0.1650, 2.7005], [-2.3546, -2.4622, 0.1600], [-2.0692, -4.1838, 1.8882], [-0.3279, -3.9585, 3.6035], [0.5761, -2.7918, 5.3851], [2.2509, -2.2079, 5.4802], [1.8818, -3.6685, 4.5334], [2.0946, 1.0092, -2.1969], [2.9174, 2.8467, -3.6465], [2.4428, 5.1953, -3.0030], [1.1110, 5.6714, -0.9706], [-1.4908, 4.0807, 1.7956], [-0.6324, 2.5372, 1.8667], [-1.6149, 2.9569, 0.4310], [-4.4424, -1.8493, 0.1029], [-3.7043, -0.5809, 0.1137], [-3.5755, -0.1028, 1.4991], [-4.4626, 0.4134, -0.6436], [-3.6296, 1.5869, -1.0743], [-4.2455, 2.8146, -1.2865], [-3.5537, 3.8793, -1.8531], [-2.2554, 3.6869, -2.3104], [-1.6552, 2.4573, -2.1095], [-2.2743, 1.4184, -1.3901], [-5.5031, -1.7075, 0.3409], [-4.0367, -2.5245, 0.8566], [-4.3783, -2.3166, -0.8840], [-4.5615, 0.0356, 1.9593], [-3.0514, 0.8539, 1.5116], [-3.0162, -0.8172, 2.0980], [-5.3335, 0.7576, -0.0719], [-4.8523, -0.0518, -1.5557], [-5.2832, 2.9404, -1.0015], [-4.0322, 4.8428, -1.9674], [-1.7176, 4.4781, -2.8153], [-0.6619, 2.3167, -2.5260]], "atomic_forces_ev_per_a": [[-0.21, -0.75, -0.38], [0.01, 0.02, 0.01], [0.22, 0.28, -0.27], [0.01, 0.08, 0.13], [0.00, -0.03, -0.25], [-0.32, 0.35, -0.02], [-0.06, 0.02, 0.14], [0.28, -0.20, -0.04], [-0.06, 0.02, 0.16], [-0.04, 0.09, 0.12], [-0.01, -0.03, 0.05], [-0.01, -0.06, -0.03], [-0.06, -0.02, 0.04], [-0.14, -0.11, 0.17], [0.02, -0.05, 0.04], [0.02, -0.05, -0.04], [0.01, 0.04, 0.06], [0.01, 0.00, 0.03], [-0.05, 0.07, 0.07], [0.00, 0.02, -0.02], [0.04, -0.02, -0.07], [-0.06, 0.08, 0.04], [-0.08, 0.07, -0.13], [-0.13, 0.07, -0.04], [-0.04, 0.00, -0.02], [0.00, -0.05, -0.06], [0.00, 0.09, 0.16], [-0.10, -0.03, -0.21], [-0.05, -0.10, 0.06], [-0.03, 0.04, 0.07], [-0.01, -0.01, 0.01], [0.01, -0.02, 0.03], [-0.03, 0.04, -0.13], [0.17, 0.02, 0.23], [-0.12, -0.01, -0.16], [0.17, 0.00, 0.35], [0.08, 0.03, 0.05], [-0.11, 0.11, -0.19], [0.26, 0.18, 0.28], [0.03, -0.03, -0.47], [0.01, -0.02, -0.05], [0.01, 0.05, 0.07], [-0.13, -0.14, -0.07], [0.04, 0.08, 0.00], [0.04, -0.10, 0.11], [-0.03, 0.20, 0.31], [0.17, 0.01, -0.15], [-0.05, 0.02, 0.08], [0.04, -0.08, -0.12], [-0.05, 0.00, -0.01], [0.02, 0.03, -0.01], [-0.21, -0.07, 0.02], [0.24, -0.08, 0.05], [-0.19, -0.03, -0.01], [0.00, -0.01, -0.01], [0.05, -0.01, -0.03], [-0.03, -0.03, -0.06], [-0.01, 0.00, 0.00], [0.01, 0.00, -0.02], [-0.01, 0.00, 0.00], [-0.03, -0.01, 0.00], [-0.05, -0.01, -0.14], [0.05, -0.02, -0.03], [0.45, -0.10, 0.05], [-0.03, 0.01, -0.02], [0.02, 0.04, 0.01], [-0.01, 0.05, -0.03], [0.01, -0.01, -0.02], [-0.01, 0.02, -0.03], [0.03, 0.05, -0.04], [0.01, 0.00, 0.02], [-0.01, 0.02, 0.02], [0.00, -0.02, 0.01], [0.02, 0.00, 0.01], [0.10, -0.01, -0.01], [0.07, 0.08, 0.09], [-0.33, 0.11, 0.18], [-0.15, 0.09, -0.01], [-0.06, -0.02, 0.00], [0.08, 0.04, 0.03], [-0.11, -0.17, 0.17], [0.05, 0.03, 0.03], [0.09, -0.08, 0.03], [-0.17, 0.00, -0.11], [0.19, -0.12, -0.10], [0.44, -0.08, 0.09], [0.00, 0.03, -0.02], [-0.20, 0.04, -0.08], [-0.03, 0.00, -0.01], [0.01, 0.02, -0.02], [0.01, 0.01, 0.01], [0.00, 0.03, 0.00], [-0.04, -0.04, -0.04], [-0.01, -0.06, 0.05], [0.00, 0.01, -0.02], [-0.04, -0.02, -0.02], [-0.04, -0.01, -0.04], [0.13, 0.13, 0.10]], "lowdin_spin": [1.77, 0.00, 0.00, 0.00, 0.00, 0.01, 0.00, 0.00, 0.01, 0.00, 0.00, 0.00, 0.00, 0.00, 0.00, 0.00, 0.00, 0.00, 0.00, 0.00, 0.00, 0.00, 0.00, 0.00, 0.00, 0.00, 0.00, 0.00, 0.00, 0.00, 0.00, 0.00, 0.00, 0.00, 0.01, 0.01, 0.00, 0.02, -0.01, 0.03, -0.01, 0.02, 0.00, -0.01, 0.00, 0.01, 0.01, 0.01, 0.00, 0.00, 0.00, 0.00, 0.00, 0.00, 0.00, 0.00, 0.00, 0.00, 0.00, 0.00, 0.00, 0.00, 0.00, 0.00, 0.00, 0.00, 0.00, 0.00, 0.00, 0.00, 0.00, 0.00, 0.00, 0.00, 0.00, 0.00, 0.00, 0.03, 0.00, 0.00, 0.01, 0.00, 0.01, 0.00, 0.01, -0.01, 0.00, 0.00, 0.00, 0.00, 0.00, 0.00, 0.00, 0.00, 0.00, 0.00, 0.00, 0.00], "spin_multiplicity": 3, "e_lumo_ha": [-0.33855, -0.31784], "e_above_lowest_kj_mol": 119.1, "homo_lumo_gap_ev": [6.01, 6.60], "s2": 2.03, "charge": 3}

---

Which of these has the lowest charge? C37H50Cl2F8NO26